(1)
ClH2NP2 | ωB97M-V/def2-TZVPD

The value obtained for the energy is -32620.061 eV. Its SMILES is N=P#[PH]Cl. The value obtained for the relative energy (zero: lowest compared OMol25 entry of this formula, charge and spin) is 2.258 eV. The orbital gap (alpha / beta) is 7.37 / 7.37 eV.

ORCA input file:
```
! wB97M-V def2-TZVPD RIJCOSX def2/J DEFGRID3
* xyz 0 1
N 0.723 0.915 1.649
P 0.606 -0.626 0.550
P -0.935 -0.039 -0.869
Cl -0.744 -1.741 -1.987
H 1.137 0.601 2.527
H -0.786 0.889 -1.871
*
```

(2)
C21H17Cl2N3O2SSeTeTi | ωB97M-V/def2-TZVPD

The value obtained for the energy is -162258.417 eV. The value obtained for the relative energy (zero: lowest compared OMol25 entry of this formula, charge and spin) is 0.570 eV. The orbital gap (alpha / beta) is 6.08 / 6.46 eV.

ORCA input file:
```
! wB97M-V def2-TZVPD RIJCOSX def2/J DEFGRID3
* xyz -1 2
Ti -0.652 1.724 -1.546
O -0.016 -2.446 4.988
C 1.068 -1.727 4.616
O 1.953 -1.524 5.404
C 1.039 -1.180 3.229
C 1.702 0.015 2.972
C 1.668 0.577 1.709
C 0.979 -0.063 0.678
C 0.325 -1.267 0.930
C 0.354 -1.819 2.197
N 0.945 0.477 -0.624
C 2.123 0.682 -1.192
C 2.146 1.212 -2.490
C 3.330 1.356 -3.248
C 3.252 1.761 -4.546
C 1.981 2.036 -5.098
C 0.874 1.937 -4.301
N 0.918 1.554 -3.003
H -0.728 -2.308 4.345
H 2.234 0.501 3.779
H 2.158 1.524 1.511
H -0.207 -1.750 0.120
H -0.150 -2.764 2.365
H 3.050 0.420 -0.687
H 4.277 1.125 -2.778
H 4.148 1.867 -5.145
H 1.868 2.346 -6.127
H -0.110 2.182 -4.672
Cl -1.754 -0.840 -5.038
C -1.669 -2.021 -3.722
Cl -0.089 -2.017 -2.933
H -1.849 -3.007 -4.133
H -2.401 -1.731 -2.975
Se -1.868 3.075 -2.858
Te -2.945 0.342 -0.916
C -2.735 -0.474 1.034
C -3.153 -1.772 1.321
C -3.179 -2.238 2.631
C -2.782 -1.412 3.675
C -2.334 -0.125 3.393
C -2.315 0.341 2.088
H -3.478 -2.420 0.516
H -3.528 -3.244 2.837
H -2.832 -1.760 4.701
H -2.007 0.523 4.198
H -1.981 1.351 1.881
S 1.969 4.472 0.609
C 0.671 3.592 0.267
N -0.273 2.918 0.037
*
```

(3)
C22H33B2N3O6 | ωB97M-V/def2-TZVPD

The value obtained for the energy is -41443.978 eV. The orbital gap is 2.09 eV.

ORCA input file:
```
! wB97M-V def2-TZVPD RIJCOSX def2/J DEFGRID3
* xyz -2 1
C 0.479 4.477 3.856
C 0.214 3.409 2.596
C -0.575 2.128 3.272
C -0.771 4.124 1.501
C -0.529 3.669 -0.059
C 1.029 4.027 -0.417
B 1.323 4.412 -1.986
O 0.396 5.059 -2.933
O 2.703 4.118 -2.506
O -1.619 4.439 -0.746
B -2.812 3.609 -1.052
C -4.055 4.338 -0.194
O -4.371 5.639 -0.304
O -4.863 3.506 0.753
O -2.454 2.300 -0.418
C -0.990 2.176 -0.562
C -0.269 0.837 0.048
C 0.136 -0.258 -1.147
C 1.708 0.105 -1.542
C 2.149 0.600 -3.057
C 3.717 0.985 -3.355
C 4.919 0.906 -2.209
C 4.493 0.365 -0.720
C 2.927 -0.021 -0.408
H -0.592 4.839 4.236
H 1.077 5.429 3.530
H 0.982 3.962 4.787
H 1.272 3.107 2.201
H -1.744 2.135 3.072
H -0.469 2.224 4.458
H -0.175 1.103 2.875
H -1.890 3.905 1.807
H -0.642 5.304 1.616
H 1.659 3.038 -0.193
H 1.458 4.832 0.351
H 0.227 6.023 -2.703
H 3.320 4.201 -1.704
H -3.062 3.581 -2.200
H -0.741 2.207 -1.714
H -1.034 0.278 0.762
H 0.646 1.168 0.698
H -0.016 -1.372 -0.820
H -0.513 -0.009 -2.117
H 1.364 0.696 -3.944
H 4.051 1.352 -4.428
H 6.021 1.196 -2.474
H 5.303 0.280 0.143
H 2.622 -0.410 0.674
C -3.040 -3.565 -0.393
C -1.555 -3.876 -0.476
N -0.323 -4.134 -0.545
H -3.190 -2.577 0.050
H -3.480 -3.576 -1.394
H -3.544 -4.313 0.225
C -1.769 -8.038 -0.780
C -3.262 -7.915 -0.522
N -4.501 -7.813 -0.308
H -1.422 -9.033 -0.489
H -1.561 -7.885 -1.842
H -1.228 -7.287 -0.199
C 1.154 -9.027 2.087
C 1.126 -8.955 0.569
N 1.102 -8.896 -0.690
H 0.260 -8.552 2.500
H 1.185 -10.071 2.411
H 2.040 -8.510 2.468
*
```

(4)
C4H9GaNaO4 | ωB97M-V/def2-TZVPD

The value obtained for the energy is -69269.309 eV. The orbital gap is 8.50 eV.

ORCA input file:
```
! wB97M-V def2-TZVPD RIJCOSX def2/J DEFGRID3
* xyz 1 1
O 0.951 -1.476 1.727
Ga -0.441 -0.540 2.349
O -1.853 0.526 2.001
C -1.611 1.513 1.106
O -0.748 1.114 0.021
C -1.344 0.242 -0.927
C -0.416 0.145 -2.115
O 0.795 -0.479 -1.727
C 1.683 -0.733 -2.796
Na 1.471 0.176 0.385
H -1.070 2.370 1.552
H -2.549 1.877 0.637
H -2.307 0.654 -1.274
H -1.514 -0.814 -0.512
H -0.187 1.153 -2.503
H -0.908 -0.449 -2.904
H 2.566 -1.233 -2.380
H 1.216 -1.391 -3.545
H 1.991 0.209 -3.279
*
```

(5)
C12H13N3 | ωB97M-V/def2-TZVPD

The value obtained for the energy is -17119.892 eV. The value obtained for the relative energy (zero: lowest compared OMol25 entry of this formula, charge and spin) is 4.378 eV. The orbital gap is 7.90 eV.

ORCA input file:
```
! wB97M-V def2-TZVPD RIJCOSX def2/J DEFGRID3
* xyz 0 1
C -3.069 -0.864 -0.551
C -2.051 -1.769 -0.267
C -2.815 0.538 -0.488
C -0.817 -1.344 0.171
C -1.573 0.947 -0.017
C -0.621 0.017 0.275
C 1.281 -2.644 -0.099
C 2.108 -1.759 -0.595
C 0.207 -2.289 0.862
C 1.299 1.381 0.035
C -1.214 2.420 -0.030
C 2.416 2.143 0.696
N 3.081 -1.516 -1.312
N 3.939 -0.967 -1.838
N 0.637 0.532 0.697
H -3.965 -1.078 -1.021
H -2.287 -2.792 -0.227
H -3.613 1.174 -0.441
H 1.362 -3.724 -0.235
H 0.497 -1.693 1.761
H -0.356 -3.211 1.150
H 1.160 1.291 -1.029
H -0.408 2.575 0.562
H -1.097 2.790 -1.026
H -2.141 2.802 0.337
H 1.950 2.660 1.590
H 2.908 2.858 0.010
H 3.181 1.523 1.031
*
```